The following is a DFT calculation (ωB97M-V/def2-TZVPD) of an isolated ion of composition C4H12N2P and charge +1 at a distorted geometry.

Geometry as ORCA input:
```
! wB97M-V def2-TZVPD RIJCOSX def2/J DEFGRID3
* xyz 1 1
N -2.42 -0.76 0.34
C -1.84 0.18 -0.69
C -0.78 1.14 0.00
C 0.59 0.57 0.40
N 0.78 -0.89 0.25
C 1.60 0.03 -0.57
P 3.48 -0.17 -0.11
H -2.74 -0.34 1.18
H -3.21 -1.22 -0.14
H -2.45 0.89 -1.34
H -1.38 -0.51 -1.40
H -0.56 1.99 -0.78
H -1.36 1.71 0.74
H 1.07 0.93 1.32
H 1.19 -1.54 0.98
H -0.07 -1.28 -0.13
H 1.43 0.07 -1.65
H 3.31 -1.32 0.52
H 3.36 0.52 1.08
*
```

- energy relative to the best compared isomer or geometry (same formula, charge and spin) (eV) = 1.872
- LUMO energy (eV) = -3.041
- DFT total energy (eV) = -16602.771
- frontier orbital gap (eV) = 10.6
- SMILES = NCC[C@H]1[NH2+][C@@H]1P
- E_HOMO (eV) = -13.68